{
  "formula": "HNO3S",
  "method": "the ωB97M-V functional and the def2-TZVPD basis",
  "species": ["N", "O", "O", "O", "S", "H"],
  "coordinates": [[-1.76406, -0.86089, 0.33699], [-0.94254, 1.19426, 0.09183], [-0.94514, -1.21176, -0.33385], [1.58501, 0.48898, 0.38906], [0.19826, 0.77511, -0.63658], [1.86847, -0.38570, 0.15256]],
  "forces_ev_per_a": [[-0.79, 0.94, 0.57], [-2.71, 1.10, 2.57], [0.84, -1.51, -0.64], [-1.86, 1.06, -0.49], [4.16, -0.68, -1.95], [0.36, -0.90, -0.06]],
  "e_above_lowest_ev": 1.036,
  "e_homo_ev": [-8.15, -8.15],
  "lumo_ev": [-0.6038, -0.6051],
  "largest_force_ha_per_bohr": 0.090,
  "gap_ha": [0.27737, 0.27740],
  "total_charge": 0
}